1.
ORCA calculation (wB97M-V/def2-TZVPD) on a molecular structure, C33H38BN5O5PtS.

Structure (XYZ):
```
84
Properties=species:S:1:pos:R:3:forces:R:3:lowdin_charge:R:1
S -0.25804 3.24091 -0.46646 -0.073 0.056 -0.051 0.78
H -6.16705 -1.62595 -2.05778 0.007 -0.019 -0.011 0.09
C 4.71767 3.59517 0.36344 -0.002 -0.076 -0.044 0.00
C -6.71883 -0.97680 -2.74113 -0.030 0.024 0.029 -0.06
C 0.87685 -1.66841 0.92453 0.102 0.057 0.012 -0.12
H 3.02522 5.07042 2.91339 0.008 0.017 0.004 0.11
O 2.32292 -0.95726 4.48073 -0.080 0.073 0.081 -0.08
B -1.16506 1.94082 -1.44597 -0.354 0.083 -0.202 -1.16
N 1.99691 -1.30952 1.58493 0.064 0.291 -0.138 0.22
O -2.47078 1.50769 -1.09532 0.125 0.065 0.069 0.10
C -4.58039 -0.01359 -3.69510 0.023 0.010 -0.147 -0.15
C 2.59423 3.13184 2.10636 0.065 0.040 -0.039 -0.03
H -4.90788 0.27981 -1.57228 -0.013 0.001 0.006 0.12
H -1.66542 -0.83075 -1.12055 0.043 -0.008 -0.003 0.09
H 1.76127 2.92904 2.76799 -0.007 -0.015 0.001 0.12
H -6.94071 1.22014 -4.36820 0.006 0.003 0.016 0.09
C -0.55417 -3.62770 0.41903 0.076 -0.059 0.075 0.02
H 5.43738 -4.18496 5.28793 0.018 -0.002 -0.006 0.12
H -6.99843 -0.06732 -2.20586 0.013 0.008 -0.002 0.09
C 3.29682 4.32436 2.18056 0.028 -0.007 -0.032 -0.07
C 1.59005 -1.25463 5.66818 -0.004 0.016 0.008 -0.04
C 5.84071 -2.95956 3.57825 -0.016 0.015 0.003 -0.06
C 2.65653 -0.08213 1.65942 -0.318 -0.284 -0.037 -0.31
H 1.20408 -2.27539 5.64626 0.008 -0.010 0.002 0.10
C -3.01703 1.03041 -2.24742 -0.109 -0.056 -0.105 -0.21
H -3.84912 5.00401 0.79085 0.012 0.002 0.011 0.14
H 6.28747 1.72718 -1.03685 -0.001 0.005 -0.005 0.10
C -5.69171 -1.99183 -4.76107 -0.020 -0.034 -0.027 -0.04
H 5.94923 -1.55958 1.94369 0.012 0.002 -0.005 0.13
O 4.28573 1.38384 -0.57234 -0.016 -0.011 -0.010 -0.08
Pt 0.52212 1.11916 -0.18630 0.227 0.269 0.010 1.04
H -7.64305 -1.48903 -3.00766 -0.001 0.003 -0.010 0.09
C -6.73831 0.28300 -4.88922 -0.022 -0.005 -0.045 -0.03
H -2.16882 -3.19340 -0.89962 -0.008 -0.052 0.019 0.13
C 3.46489 -1.64490 4.26196 0.192 -0.117 -0.076 -0.24
N -2.66271 4.94837 -1.54510 -0.009 0.047 -0.007 0.16
H -2.44109 4.44478 1.61382 0.003 0.000 -0.009 0.12
H -5.25011 -1.83815 -5.74507 0.022 0.013 0.001 0.08
H 4.90435 5.47417 1.35209 0.000 0.008 0.008 0.12
H 2.21274 -1.11209 6.55225 -0.015 -0.004 0.000 0.11
H -0.79063 -4.67487 0.52863 -0.029 0.006 -0.024 0.12
C -1.00187 -1.42301 -0.50515 0.084 0.097 0.049 -0.04
H 5.34972 0.68571 -2.13254 0.013 0.008 0.001 0.10
H 0.19761 -5.32134 2.54646 0.012 -0.049 0.006 0.11
C 1.16615 -5.16394 2.07574 0.033 0.133 -0.016 0.02
H 1.96959 -5.46284 2.73873 -0.017 -0.039 0.001 0.11
H -6.21664 0.51792 -5.81754 0.004 -0.002 -0.008 0.08
H 3.35864 -3.05188 5.88813 -0.001 0.002 0.011 0.11
O 1.37010 -3.74792 1.85988 -0.074 -0.001 -0.040 -0.03
C 2.95445 2.17597 1.16953 -0.126 -0.109 -0.035 -0.26
N 3.77822 -0.11088 2.39512 0.062 -0.034 -0.159 0.18
N -2.88086 4.70559 0.74629 -0.089 0.027 0.039 0.16
H -2.04231 4.92666 -2.33990 -0.013 -0.011 -0.012 0.13
C 0.07394 -0.82296 0.11316 -0.130 -0.320 0.011 -0.22
C 5.32324 1.58717 -1.52851 0.012 -0.003 -0.032 -0.05
C -2.43629 0.80117 -4.58499 0.052 0.055 0.114 0.05
C -3.66378 0.19495 -4.75282 -0.110 -0.022 0.055 0.00
N 2.19797 0.96235 1.05351 0.322 0.134 0.212 -0.02
H -1.74873 0.94412 -5.40615 0.013 0.003 -0.008 0.13
H 5.10208 2.44543 -2.16515 0.010 -0.001 0.008 0.10
C 4.02012 2.39327 0.28659 -0.005 0.066 0.070 -0.25
O -0.99813 1.81812 -2.84312 0.124 -0.016 0.077 0.13
C -2.19424 4.66321 -0.36029 0.090 -0.130 0.023 -0.35
C -4.24815 0.41360 -2.41673 0.096 0.020 0.063 0.07
H -5.04118 -2.66327 -4.19798 0.001 0.001 0.028 0.09
C 4.22052 -1.24116 3.14868 -0.058 0.018 0.130 -0.18
H 0.76150 -0.55390 5.68818 0.002 -0.001 0.012 0.10
H 5.54300 3.79445 -0.30397 0.001 0.004 -0.003 0.11
H -3.93833 -0.13690 -5.74423 0.011 0.009 -0.015 0.12
H 4.31364 0.74570 2.42469 -0.033 0.010 0.041 0.17
H -3.61812 5.24394 -1.71333 0.018 0.014 -0.003 0.14
C 5.39246 -1.89818 2.80801 -0.024 0.019 0.040 0.00
C 4.35114 4.54607 1.30536 -0.033 0.038 0.050 -0.05
C 3.91255 -2.72086 5.02234 -0.029 0.058 -0.040 0.00
C -1.31164 -2.80241 -0.36824 0.005 0.024 0.001 0.01
C 5.09615 -3.35963 4.67741 0.020 -0.044 0.019 -0.05
H 1.23690 -5.69054 1.12587 -0.004 -0.028 0.021 0.11
H -7.69411 -0.17253 -5.15136 -0.008 -0.012 0.011 0.09
H 2.46701 -2.04381 2.10860 -0.106 -0.070 -0.047 0.14
H -6.64622 -2.49692 -4.91257 -0.007 0.004 -0.006 0.09
C 0.54479 -3.07809 1.07925 -0.017 -0.147 0.041 -0.17
H 6.76165 -3.46426 3.32532 0.006 -0.010 -0.003 0.11
C -2.12901 1.21810 -3.29807 -0.048 -0.052 -0.083 -0.20
C -5.92132 -0.67355 -4.00917 0.016 0.004 0.056 -0.56
```
Positions in Å, forces in eV/Å.

Values from the calculation:
LUMO (alpha / beta) ... -4.364 / -8.070 eV
2S+1 ... 5
Net charge ... +2
Orbital gap (alpha / beta) ... 7.854 / 4.636 eV
⟨S²⟩ ... 6.043

***

2.
ORCA calculation (wB97M-V/def2-TZVPD) on 2 unconnected molecules or ions with the total composition C2HBrO3.

Structure (XYZ):
```
7
Properties=species:S:1:pos:R:3:forces:R:3:lowdin_charge:R:1
C 0.55804 1.02373 0.32446 1.532 3.317 -2.398 -0.74
Br 2.27070 0.22695 -0.33886 -0.444 -0.125 -0.099 0.57
C -1.15231 -1.33598 -0.31901 0.810 -3.366 0.570 -0.41
O 0.26951 0.91841 1.43957 -0.604 -0.057 1.071 0.02
O -1.08456 -0.21263 -0.40738 -1.264 3.171 -1.159 0.17
H 0.21672 1.85606 -0.51965 0.476 -2.259 2.103 0.15
O -1.07809 -2.47653 -0.17912 -0.506 -0.679 -0.089 0.24
```
Positions in Å, forces in eV/Å.

Values from the calculation:
LUMO ... 0.270 eV
Net charge ... 0
Orbital gap ... 10.917 eV

***

3.
ORCA calculation (wB97M-V/def2-TZVPD) on a molecular structure, C24H42Cl2F2N2O8SSr.

Structure (XYZ):
```
82
Properties=species:S:1:pos:R:3:forces:R:3:lowdin_charge:R:1
O 1.12699 3.38153 0.61761 -0.029 -0.784 0.358 0.13
H 2.54737 5.42085 -3.26716 0.194 -0.181 -0.176 0.08
Cl 5.91193 0.46338 2.02889 2.217 -0.894 -2.027 0.34
H -4.49332 -7.51304 2.35445 0.167 0.066 -0.016 0.09
O -6.42293 -6.93789 2.83315 0.086 -0.006 0.104 -0.18
C -2.78306 -0.36797 2.98116 0.524 -0.567 0.003 -0.21
C -5.40307 -2.26279 1.96219 0.067 -0.160 0.559 -0.21
H -5.79625 -1.24876 2.01000 -0.136 0.116 -0.225 0.11
H -6.71633 -5.20587 1.14186 -0.005 -0.063 -0.218 0.12
H 3.41101 5.16015 -0.78614 0.132 -0.037 -0.069 0.08
C -6.52971 -3.28933 2.11805 0.817 0.250 -0.410 -0.19
C 4.03213 0.45182 1.29127 -1.013 1.720 -2.378 -0.56
H 5.05559 2.61960 -0.56789 -0.001 0.228 -0.018 0.16
C 0.07709 0.45233 0.59058 0.219 -0.025 -0.138 -0.09
C 2.02751 2.18268 -2.02477 -0.101 -0.375 0.232 -0.32
H 0.94144 -0.09966 -4.88732 -0.142 0.055 -0.109 0.10
H 2.03652 5.96552 -0.02663 0.007 0.204 0.041 0.11
H -4.62647 -1.82151 3.92464 -0.203 -0.221 0.305 0.11
H 4.08430 1.14421 -3.88471 -0.388 0.099 -0.041 0.10
O -0.35662 4.47724 -2.29845 -0.686 0.045 0.564 0.19
H 0.76844 1.00433 1.22478 0.012 0.268 -0.013 0.10
O 4.01637 3.37564 -2.51123 0.364 -0.020 0.445 0.01
O 0.01567 1.99878 -3.81034 -0.292 0.044 0.524 -0.23
H 4.21622 3.27245 -3.44893 -0.196 0.051 -0.159 0.11
C -5.52324 -7.65181 2.01860 -0.193 -0.130 0.046 -0.12
C 6.07722 -0.43623 -1.69652 -0.351 0.021 -0.320 -0.12
H 1.00019 6.25859 -3.40140 -0.069 0.139 -0.110 0.10
Sr 5.06311 1.51102 4.01742 -0.917 1.301 2.793 1.59
H 1.42206 -0.55252 -3.25748 -0.004 -0.013 0.174 0.04
H -1.14755 0.98742 3.22986 0.263 0.037 0.112 0.11
H 0.39111 -0.59005 0.62331 -0.005 -0.155 -0.038 0.14
H -2.90509 -0.29281 4.05935 -0.177 0.178 0.121 0.11
C 4.72833 -0.33669 -2.42971 0.783 0.212 -0.166 -0.67
H 6.10633 -1.32144 -1.07253 0.096 -0.047 0.183 0.07
O 1.56232 1.13818 -1.18459 -0.097 0.266 0.240 -0.05
H -2.85801 -1.91387 1.51843 0.048 -0.321 -0.153 0.10
C 3.55033 1.77395 0.56695 1.260 0.955 1.024 -0.18
H 6.85879 -0.54004 -2.44332 0.197 0.089 -0.037 0.09
C 1.71968 3.90033 -0.28784 0.369 0.835 -0.381 -0.44
Cl 3.48454 -1.19903 -1.49294 -0.253 0.028 0.079 0.75
H -5.61841 -7.36948 0.96979 0.130 0.124 -0.141 0.08
O 3.46240 -0.48355 1.53259 -1.134 -2.627 1.264 0.18
C 1.67226 0.07203 -4.10194 0.041 -0.102 0.054 -0.11
C 0.21450 0.89173 -0.85784 -0.644 -0.380 -0.416 -0.54
C -6.03664 -4.71977 1.83472 -0.159 -0.058 0.688 -0.17
S 1.42388 1.79289 -3.76767 -0.305 0.276 -1.084 0.71
C -6.00117 -5.61318 3.08484 -0.219 -0.133 -0.195 -0.24
H 1.32272 4.92809 -4.48988 0.143 -0.129 -0.162 0.09
N 1.62235 3.50844 -1.64966 -0.094 -0.972 -0.037 0.06
H 2.47918 1.63957 0.55729 -0.097 -0.317 -0.400 0.09
N 4.15368 2.17727 -0.61246 -0.474 -0.504 0.138 0.11
C 0.80506 4.41365 -2.49456 0.164 0.385 -0.445 -0.43
H -1.59789 1.65196 1.11720 -0.318 0.087 -0.264 0.13
H -3.53321 0.24269 2.48458 -0.187 0.177 0.103 0.12
O 2.21751 2.57228 -4.68120 0.747 -0.036 0.203 -0.28
H -4.20439 -3.43681 3.33464 -0.083 -0.166 0.096 0.10
H 4.86446 -0.90043 -3.34560 -0.352 -0.221 -0.085 0.10
C 4.42048 1.11449 -2.85731 0.115 -0.609 0.655 -0.12
H -4.92955 -2.40638 0.99318 -0.025 0.063 -0.235 0.10
H -5.76827 -8.70528 2.10035 -0.073 -0.121 0.041 0.09
H 6.28094 0.47255 -1.13778 0.053 -0.012 0.323 0.05
H -1.99924 0.01964 0.50932 -0.279 0.047 -0.025 0.13
H -6.90529 -3.20926 3.13423 -0.399 -0.014 0.054 0.11
H -7.29927 -3.03195 1.39776 -0.359 0.031 0.160 0.11
C -1.38605 0.13106 2.59852 -0.667 0.370 -0.182 -0.21
H 2.65673 -0.12917 -4.49674 0.181 0.005 0.043 0.06
C -1.33343 0.60096 1.14062 0.666 -0.247 0.209 -0.17
H -5.03894 -4.68861 1.40283 0.045 -0.018 -0.338 0.11
H 3.05529 4.94945 0.97071 0.099 0.118 0.142 0.08
C 3.63216 2.11820 -1.97128 0.073 0.468 -1.430 -0.38
F -0.59667 1.90656 -1.17790 0.490 -0.185 0.254 0.16
C -4.32993 -2.39612 3.05034 0.396 0.258 -0.677 -0.19
H 5.41401 1.56027 -2.89938 0.110 0.156 -0.012 0.13
F -0.17907 -0.16368 -1.65750 0.100 0.359 0.253 0.10
H -0.65465 -0.65475 2.78651 0.113 -0.140 0.049 0.10
H -6.69055 -5.22838 3.82999 -0.110 0.013 0.124 0.12
H 3.72625 2.54022 1.35060 0.074 0.031 0.083 0.11
C 2.64574 5.06225 -0.02767 -0.471 0.111 -0.192 0.04
H -5.00241 -5.64257 3.53184 0.153 0.087 0.070 0.11
C -2.96953 -1.84051 2.59946 -0.189 0.488 0.279 -0.21
C 1.49464 5.29542 -3.48565 0.061 0.267 0.343 0.03
H -2.16061 -2.40050 3.06749 0.121 -0.139 -0.013 0.11
```
Positions in Å, forces in eV/Å.

Values from the calculation:
LUMO ... -9.088 eV
Net charge ... +2
Orbital gap ... 2.797 eV

***

4.
ORCA calculation (wB97M-V/def2-TZVPD) on 2 unconnected molecules or ions with the total composition C5H14NO2P.

Structure (XYZ):
```
23
Properties=species:S:1:pos:R:3:forces:R:3:lowdin_charge:R:1
H -2.25736 -0.88899 1.89462 -0.355 0.204 -0.805 0.09
H 1.17172 -1.90599 0.19944 -0.957 0.685 -0.180 0.07
H -0.19270 -0.26426 1.68439 0.805 -0.044 0.649 0.11
H -2.19851 -1.48976 0.19902 -1.046 0.294 0.335 0.07
H -1.09135 1.02216 -0.94809 2.365 -0.458 1.578 0.17
C 1.12324 0.96394 -0.63485 1.958 3.063 -2.914 -0.26
P 1.62571 0.02902 -2.16104 2.226 0.254 -0.648 0.61
H 3.28579 1.44479 -2.21247 -0.089 0.929 0.029 0.02
H 1.91675 -1.39072 -1.85742 -0.361 1.525 -0.161 0.06
N 1.43643 2.76720 -1.47048 -1.421 -4.738 -1.357 0.04
H -0.21929 -2.52513 1.01726 0.226 0.953 -0.798 0.10
H 0.51988 2.81812 -1.98836 1.232 -0.222 0.338 0.04
H 1.95615 0.98903 0.04931 0.066 -0.095 0.480 0.09
C -0.53987 -0.43251 0.68939 -0.462 0.930 -1.243 -0.41
O 0.77237 0.26366 -3.33330 -0.556 -0.281 0.392 -0.36
C -0.22485 0.89093 -0.10093 -3.665 0.378 -0.682 -0.25
H -2.75847 0.18571 0.49676 0.539 0.044 0.196 0.08
C -2.07332 -0.60007 0.83560 0.531 -1.489 0.143 -0.08
H 1.28837 3.37441 -0.73095 -0.222 1.313 2.316 -0.03
H -0.43727 1.78310 0.56630 0.349 -1.097 -0.484 0.13
O 3.20136 0.52410 -2.44508 -1.785 -1.503 0.876 -0.22
H -0.33278 -2.37285 -0.68344 0.056 1.472 0.215 0.09
C 0.05329 -1.78047 0.18870 0.565 -2.117 1.725 -0.12
```
Positions in Å, forces in eV/Å.

Values from the calculation:
LUMO ... 0.503 eV
Net charge ... 0
Orbital gap ... 10.588 eV

***

Quick rundown of M, same order as above: 822.65 152.93 715.19 151.15 g/mol
Quick rundown of F_max, same order as above: 0.428 4.370 3.214 5.130 eV/A
Quick rundown of energy above the lowest of the compared OMol25 structures with the same formula, charge and spin, same order as above: 0.000 0.734 0.000 1.402 eV